Entry 1:
Molecular formula: C26H22Cl56N3O3S
Method: DFT, ωB97M-V with the def2-TZVPD basis set

CARTESIAN COORDINATES (ANGSTROEM)
C -2.306652 -3.406487 -3.019989
C -3.103853 -2.017449 -3.444288
O -3.999639 -1.457543 -2.597495
O -2.884971 -1.283272 -4.717524
C -2.371793 0.045439 -4.248612
C -1.461382 0.817874 -5.372128
C -0.430545 -0.146736 -6.211065
C 0.281076 -1.331454 -5.303604
C 1.040231 -0.775794 -3.953467
C 2.507957 0.015675 -3.839515
N 2.817056 0.377891 -2.384821
S 4.264303 1.201962 -1.753795
C 1.640126 -0.128218 -1.574539
C 1.685743 0.125379 0.042362
C 0.268046 -0.103954 0.830158
O -0.940203 0.028985 0.002043
C 0.098410 1.022355 2.055172
N 1.405389 1.369510 2.732978
N 0.645659 -0.810799 -2.485872
H -3.120395 -4.077423 -2.461541
H -1.385186 -3.141693 -2.346147
H -1.890751 -3.998496 -3.949871
H -1.774892 -0.084837 -3.250582
H -3.352303 0.664156 -3.973030
H -2.225599 1.258386 -6.176450
H -0.946604 1.747398 -4.866454
H -1.071489 -0.629696 -7.094371
H 0.340691 0.569150 -6.746013
H -0.467191 -2.225574 -5.047070
H 1.097507 -1.827709 -6.019405
H 3.200708 0.267939 -4.771197
H 5.008440 0.110959 -1.199939
H 2.133287 1.220381 0.197224
H 2.494790 -0.600282 0.528693
H 0.350585 -1.147770 1.398146
H -1.210227 -0.933291 -0.208717
H -0.605580 0.571031 2.904757
H -0.388030 2.012456 1.598819
H 1.619929 2.357976 2.416457
H 1.274543 1.482437 3.783263
H -0.246122 -1.265751 -2.168239
C -4.621860 1.274685 1.096936
Cl -3.700207 1.274991 -0.427961
Cl -6.303888 0.783564 0.774149
Cl -3.877611 0.128741 2.240394
Cl -4.605639 2.911248 1.801103
C -2.200088 -2.004869 5.677288
Cl -1.824428 -3.636407 5.067604
Cl -3.263398 -2.133212 7.101194
Cl -0.689041 -1.180184 6.136876
Cl -3.023308 -1.069772 4.403570
C 2.139455 -4.419848 -2.683355
Cl 3.694266 -5.259466 -2.454526
Cl 1.348132 -5.027264 -4.159653
Cl 1.087753 -4.724118 -1.277677
Cl 2.427666 -2.668734 -2.841448
C -2.134259 4.096432 -2.729316
Cl -1.908189 5.322089 -1.455969
Cl -1.524392 4.730338 -4.278779
Cl -1.236738 2.619060 -2.297556
Cl -3.867518 3.714240 -2.884856
C 4.294904 -6.565507 1.790119
Cl 3.518797 -7.171820 3.274975
Cl 3.055564 -5.877532 0.710613
Cl 5.480897 -5.304642 2.212292
Cl 5.124333 -7.907886 0.962761
C 2.107892 -2.802702 9.161158
Cl 0.977682 -2.109653 7.970753
Cl 3.595639 -3.326681 8.332507
Cl 2.511431 -1.571143 10.383864
Cl 1.346838 -4.203111 9.957465
C 0.866634 7.342855 0.451618
Cl 1.282968 5.699466 0.999976
Cl 2.228958 8.442396 0.782811
Cl 0.535035 7.318603 -1.298822
Cl -0.580319 7.910823 1.322362
C 5.107613 5.138112 -3.399625
Cl 5.335089 6.136359 -4.857882
Cl 4.091175 6.017917 -2.230265
Cl 4.311057 3.608048 -3.845713
Cl 6.692977 4.790103 -2.664800
C -2.756297 7.573834 -6.657613
Cl -3.532403 6.967522 -5.172756
Cl -3.995637 8.261808 -7.737119
Cl -1.570304 8.834699 -6.235440
Cl -1.926869 6.231455 -7.484970
C -6.397518 -4.532939 5.842982
Cl -6.659158 -4.502612 7.605191
Cl -5.355334 -3.166104 5.373710
Cl -5.610078 -6.064455 5.385832
Cl -7.965354 -4.398694 5.007322
C 0.017920 2.154161 8.043891
Cl 0.939573 2.154468 6.518993
Cl -1.664108 1.663040 7.721104
Cl 0.762168 1.008218 9.187349
Cl 0.034141 3.790724 8.748057
C 7.429429 1.965353 -5.697607
Cl 8.984239 1.125734 -5.468779
Cl 6.638105 1.357936 -7.173906
Cl 6.377727 1.661082 -4.291930
Cl 7.717639 3.716466 -5.855700
C -9.857994 2.616384 2.234360
Cl -8.110332 2.961656 2.269327
Cl -10.123321 0.953622 1.651754
Cl -10.529510 2.784673 3.876107
Cl -10.668703 3.765531 1.140437
C 6.405783 -9.010475 5.408176
Cl 7.996202 -9.135001 6.201786
Cl 5.185733 -8.496244 6.600506
Cl 6.491206 -7.812951 4.091655
Cl 5.950113 -10.597519 4.738763

Force components x, y, z for each atom (eV/Å):
-0.780 0.194 -0.914
-4.706 3.234 3.269
5.969 -3.948 -5.129
1.280 -1.212 3.666
-0.537 1.589 0.287
-1.180 -0.121 -0.633
-0.858 0.557 -0.005
0.572 -0.413 -0.413
4.496 3.845 2.692
-3.685 -1.493 0.395
-5.108 -3.226 -1.557
-0.482 -1.743 0.225
0.677 0.108 -2.438
0.302 -0.115 -0.454
0.490 0.411 1.914
1.481 -2.915 0.308
-0.891 0.032 0.233
-0.823 1.676 0.140
3.055 3.321 -0.716
2.050 1.669 -1.075
-1.909 -0.504 -1.082
-0.940 1.356 1.782
-1.013 0.213 -1.883
2.384 -1.087 -0.578
1.713 -0.881 1.752
-0.910 -2.081 -0.926
1.576 0.668 2.132
-1.259 -1.676 1.286
1.544 2.302 -0.291
-1.484 1.099 1.912
-1.492 -0.512 2.585
-1.273 0.946 -0.798
-1.158 -2.348 -0.513
-1.706 1.469 -1.257
-0.392 2.055 -1.529
0.223 2.343 0.623
1.211 0.902 -2.240
0.742 -2.369 0.807
-0.022 -1.626 0.600
0.019 -0.443 -1.917
1.481 0.928 -0.157
-0.281 -0.009 -0.322
-0.373 0.011 0.528
0.714 -0.086 -0.018
-0.434 0.698 -1.179
0.044 -0.351 -0.136
-0.050 -0.273 0.289
-0.032 0.397 0.138
1.099 0.477 0.128
-0.995 0.234 -1.139
0.558 -0.540 1.197
0.633 -0.290 0.088
-0.477 0.241 -0.283
0.139 0.233 0.369
-0.117 0.221 -0.411
1.057 -2.725 -0.081
-0.161 0.275 -0.006
-0.296 -0.612 -0.406
0.173 -0.525 0.526
-0.029 0.237 0.116
0.465 0.116 -0.066
-0.037 -0.224 0.199
-0.210 0.278 -0.534
0.416 -0.255 0.586
-0.268 -0.188 -0.161
-0.262 0.378 0.094
0.085 -0.029 0.050
0.904 -0.909 1.017
-0.326 0.120 0.197
-0.030 -0.303 -0.198
0.186 0.380 -0.218
-0.017 0.258 -0.038
-0.067 0.256 -0.116
-0.347 -0.335 -0.083
0.371 0.220 0.468
0.371 -0.199 -0.247
0.034 0.314 0.017
-0.125 -0.268 0.430
0.226 -0.245 -0.274
-0.671 1.245 0.010
-0.428 0.096 -0.072
-0.145 0.173 0.036
-0.111 0.477 -0.497
0.365 -0.213 0.286
-0.281 -0.344 -0.096
-0.143 0.239 0.164
-0.094 -0.009 -0.090
0.095 0.011 -0.432
-1.053 -0.725 -0.406
-0.161 0.371 0.112
0.376 -0.047 0.220
-0.177 0.017 0.369
-0.086 0.001 0.231
0.363 0.256 0.124
-0.237 0.498 -0.378
0.014 -0.430 -0.248
0.292 -0.010 -0.129
-0.413 0.224 -0.062
0.140 0.142 0.377
0.921 -0.715 -0.532
-0.081 -0.553 -0.013
-0.034 0.116 0.070
-0.625 0.121 0.128
0.091 0.359 0.119
0.168 -0.059 -0.425
0.209 -0.302 0.268
0.085 -0.059 0.013
-0.424 0.034 -0.200
0.261 -0.098 -0.296
0.494 -0.404 0.579
0.093 0.408 0.148

Values from the calculation:
net charge: +1
Kohn-Sham gap: 8.390 eV
E: -27561.98412 Eh
HOMO: -11.8 eV
LUMO energy: -3.44 eV

---

Entry 2:
Molecular formula: C26H22ClO3PW
Method: DFT, ωB97M-V with the def2-TZVPD basis set

CARTESIAN COORDINATES (ANGSTROEM)
Cl -1.474150 2.568125 -1.540758
C -0.902182 -1.556200 -0.987653
C 0.510271 -1.724126 -0.777656
C 1.203611 -0.961938 -1.783521
H 0.960062 -2.345687 0.003394
C 0.232360 -0.292603 -2.624130
C -1.080690 -0.696318 -2.135955
H -2.009225 -0.518396 -2.663191
H -1.673091 -2.040825 -0.404500
H 2.273559 -0.946137 -1.960810
C 0.540030 0.757569 -3.636797
W 0.052527 0.450878 -0.624300
C 1.673106 0.959654 0.380504
O 2.640964 1.231828 0.987702
C -1.738370 1.514116 0.023017
O -2.625554 1.614873 0.812151
H 1.512554 1.221220 -3.425924
H -0.210703 1.558375 -3.667574
H 0.605522 0.305405 -4.632532
O -0.431570 -0.396608 2.221816
P -0.373845 -0.299397 3.716791
C 1.040070 0.705005 4.241312
C 1.875427 0.341291 5.307182
C 2.905759 1.192288 5.714265
C 3.066158 2.443655 5.108688
C 2.223319 2.812169 4.047304
C 1.260799 1.918995 3.580320
C -1.828157 0.615714 4.292659
C -2.717165 0.152795 5.273705
C -3.828976 0.923288 5.622125
C -4.031863 2.185677 5.051761
C -3.125560 2.659820 4.091556
C -2.053091 1.866547 3.700132
C -0.271170 -1.962698 4.361156
C -1.439775 -2.739170 4.484178
C -1.363210 -4.051737 4.949837
C -0.120130 -4.655532 5.214457
C 1.047070 -3.919334 4.943379
C 0.976182 -2.607050 4.478781
H 1.728892 -0.595999 5.830591
H 3.571156 0.895457 6.526616
H 3.825859 3.142821 5.471204
H 2.318137 3.806906 3.608619
H 0.671097 2.184705 2.706647
H -2.540910 -0.790160 5.779546
H -4.533783 0.554848 6.371009
H -4.867636 2.812127 5.372570
H -3.258490 3.659531 3.674774
H -1.366288 2.236546 2.941523
H -2.404924 -2.286980 4.256197
H -2.278416 -4.607051 5.137006
H -0.064973 -5.670448 5.620009
H 2.018344 -4.372516 5.127151
H 1.886565 -2.050919 4.256561

Force components x, y, z for each atom (eV/Å):
0.983 -0.159 -0.082
0.302 0.063 -1.420
0.215 -0.290 -0.724
-0.089 -1.566 -1.335
-0.130 0.456 -0.236
-0.251 -1.183 0.004
0.520 -1.728 -0.700
-0.074 0.426 0.375
-0.067 0.276 0.082
-0.059 0.196 0.255
0.256 0.238 -0.579
-4.820 3.340 4.877
7.287 2.452 4.141
-4.484 -1.428 -2.896
-2.973 -1.153 3.197
3.032 -0.004 -3.122
-0.155 -0.140 -0.097
0.149 -0.426 -0.071
-0.035 0.071 0.069
0.330 0.289 -3.874
0.096 0.833 1.599
0.323 -0.402 0.079
0.052 0.396 -0.023
-0.007 0.294 -0.109
-0.354 -0.139 -0.091
0.237 -0.142 0.226
0.240 0.196 0.311
-0.231 -0.293 0.211
-0.042 0.326 -0.123
-0.072 0.286 0.063
0.403 -0.249 -0.072
-0.180 -0.108 0.257
-0.061 0.078 0.129
-0.011 -0.782 -0.413
0.201 0.152 0.398
0.313 -0.204 0.051
-0.123 0.870 -0.246
-0.240 -0.244 0.042
-0.216 0.131 0.391
-0.034 0.163 0.009
-0.252 0.071 -0.227
-0.283 -0.317 -0.163
0.029 -0.357 -0.006
-0.035 0.053 0.220
-0.059 0.151 -0.043
0.289 0.094 -0.228
0.259 -0.281 -0.149
0.049 -0.340 0.033
-0.223 -0.035 0.236
0.184 -0.251 0.140
0.132 0.073 -0.139
-0.016 0.434 -0.208
-0.152 0.078 -0.143
-0.154 -0.263 0.128

Values from the calculation:
net charge: +2
Kohn-Sham gap (spin up / spin down): 3.707 / 4.069 eV
multiplicity: 3
E: -2097.63248 Eh
HOMO (spin up / spin down): -14.0 / -14.0 eV
LUMO energy (spin up / spin down): -10.31 / -9.95 eV
ΔE to the lowest compared entry with this formula, charge and spin: 0.000 eV

---

> Which of these has the lowest E?

C26H22Cl56N3O3S

---

> Among the records above, which one has the lowest net charge?

C26H22Cl56N3O3S

---

> The highest E belongs to which entry?

C26H22ClO3PW

---

> Look up the E of the first one.

-27561.98412 Eh